Entry from OMol25: 3 unconnected molecules or ions with the total composition C28H41Br3Cl3F8NO15S4 in a non-equilibrium geometry (ωB97M-V with the def2-TZVPD basis set).

```
103
Properties=species:S:1:pos:R:3:forces:R:3
C -4.444 3.157 0.082 -0.2 -0.3 -0.7
C -3.364 2.161 -0.331 -0.1 0.4 -0.1
C -2.025 2.225 0.430 -1.2 0.2 0.4
Br -2.322 2.978 2.232 0.2 0.0 -0.1
C -1.249 0.903 0.528 1.3 -0.2 -0.3
C -1.798 -0.113 1.533 -0.5 -0.8 0.0
C -3.292 -0.382 1.527 0.1 -0.3 -0.4
O -4.134 0.290 1.994 -0.4 0.5 0.3
Cl -3.784 -1.960 0.807 0.1 0.0 0.1
C -0.940 0.234 -0.885 -0.3 -0.2 1.0
C -0.408 1.262 -1.862 0.3 0.2 -0.8
C -0.234 0.823 -3.329 -0.2 0.3 -0.1
C -0.656 1.900 -4.324 0.3 -0.9 -1.0
F -1.852 2.467 -4.040 0.1 0.3 0.4
Br -0.875 0.996 -6.063 0.0 0.2 0.2
C 0.452 2.971 -4.499 0.0 0.0 -0.6
F 0.915 3.349 -3.292 -0.2 0.1 -0.2
F 1.495 2.434 -5.171 -0.2 0.1 0.5
Br -0.173 4.482 -5.530 0.1 0.0 0.3
O -2.146 -0.431 -1.194 0.1 0.3 -0.3
C -2.965 -0.165 -2.309 -0.3 -0.5 -0.5
C -3.021 -1.314 -3.327 -0.8 0.5 -0.1
C -3.902 -2.472 -2.863 0.2 0.1 -0.3
O -3.616 -0.751 -4.506 0.3 0.0 -0.1
C 0.128 -0.952 -0.791 -1.0 -0.5 -0.6
N -0.545 -2.240 -0.550 0.8 0.9 0.7
C -0.652 -3.026 -1.465 0.2 1.6 1.7
O -0.774 -3.801 -2.278 -0.6 -2.3 -2.2
C 1.356 -0.824 0.105 0.9 0.4 -0.4
C 2.722 -0.992 -0.628 -0.2 -0.4 0.0
Cl 2.816 0.126 -2.010 0.0 0.0 -0.1
C 3.199 -2.387 -1.001 1.5 0.4 -0.9
C 4.704 -2.311 -1.327 -0.4 -0.3 0.1
Cl 2.412 -3.006 -2.480 -0.5 -0.3 0.2
S 1.480 -1.955 1.611 0.9 0.9 2.0
O 2.866 -1.885 1.972 0.3 -0.4 -0.9
O 0.616 -1.518 2.666 -1.1 -0.1 -0.7
C 1.110 -3.781 1.422 0.1 -1.3 0.3
F 2.113 -4.390 2.096 -0.2 0.4 -0.2
F 1.136 -4.280 0.176 -0.1 0.4 0.2
C -0.202 -4.258 2.143 0.0 -0.7 0.0
F -0.303 -5.582 1.858 -0.1 0.8 0.2
F -1.299 -3.654 1.684 0.5 -0.2 0.5
F -0.092 -4.132 3.472 -0.2 0.1 -0.9
O 1.568 0.450 0.675 -1.0 -0.2 0.0
S 0.400 1.446 1.216 -0.1 1.9 1.2
O 0.392 1.422 2.636 0.1 -0.9 0.1
O 0.737 2.711 0.643 0.2 -0.3 -0.8
H -4.073 4.172 0.152 0.1 0.2 0.3
H -5.168 3.154 -0.731 -0.2 0.1 -0.1
H -4.982 2.839 0.964 0.1 0.2 0.4
H -3.831 1.188 -0.353 0.2 -0.3 0.2
H -3.140 2.416 -1.366 0.2 -0.2 -0.2
H -1.455 3.006 -0.045 0.5 0.0 0.0
H -1.575 0.173 2.554 0.1 0.4 0.1
H -1.330 -1.079 1.405 0.2 -0.1 -0.2
H 0.577 1.574 -1.534 0.1 0.0 0.3
H -0.979 2.182 -1.867 -0.4 0.0 0.2
H -0.770 -0.074 -3.604 -0.2 -0.2 0.2
H 0.801 0.624 -3.584 0.2 -0.1 0.2
H -3.990 -0.082 -1.948 -0.1 0.1 0.3
H -2.781 0.752 -2.856 0.6 0.2 0.2
H -2.030 -1.632 -3.637 0.2 -0.2 0.1
H -4.633 -2.113 -2.146 0.0 -0.1 0.3
H -3.346 -3.323 -2.488 0.0 0.0 0.3
H -4.464 -2.798 -3.730 0.0 -0.2 -0.2
H -4.209 -0.037 -4.258 -0.2 0.0 0.0
H 0.507 -1.015 -1.807 0.3 0.3 -0.1
H 3.479 -0.587 0.026 -0.1 -0.1 0.5
H 3.145 -3.101 -0.194 -0.7 -0.1 0.1
H 5.235 -1.733 -0.580 0.1 0.2 0.0
H 5.142 -3.301 -1.312 0.0 -0.2 -0.1
H 4.825 -1.907 -2.322 0.3 0.3 -0.1
O 9.631 -3.378 -2.033 -0.1 0.0 -0.2
S 9.167 -2.653 -0.892 0.3 0.1 0.3
O 7.811 -2.201 -0.832 -0.2 -0.1 -0.1
O 10.136 -1.423 -0.635 0.0 0.0 0.1
C 10.399 -0.530 -1.740 0.0 0.4 -0.4
C 9.253 0.428 -1.996 -0.2 -0.2 0.1
C 9.543 -3.543 0.576 0.0 0.0 0.1
H 10.643 -1.110 -2.631 -0.1 -0.1 0.1
H 11.293 0.021 -1.455 0.0 -0.1 0.2
H 8.372 -0.098 -2.362 0.0 0.0 0.0
H 9.545 1.166 -2.743 0.1 0.0 0.0
H 8.972 0.943 -1.078 0.1 0.1 0.0
H 10.584 -3.850 0.542 0.0 0.0 0.0
H 8.890 -4.413 0.600 0.0 0.0 -0.1
H 9.350 -2.903 1.433 0.0 0.0 0.0
O -7.665 3.935 4.031 0.1 0.1 -0.2
S -7.084 4.123 5.324 -0.1 -0.2 0.3
O -6.000 5.037 5.500 0.0 0.1 -0.1
O -6.677 2.706 5.912 -0.1 0.0 0.1
C -5.847 1.854 5.089 0.4 -0.3 -0.3
C -4.393 2.276 5.097 0.0 0.2 0.1
C -8.344 4.492 6.495 -0.1 0.0 0.0
H -6.246 1.821 4.075 -0.1 0.1 0.0
H -5.950 0.857 5.511 -0.2 0.1 0.2
H -4.260 3.237 4.602 0.0 0.0 0.0
H -3.789 1.537 4.572 -0.1 0.0 0.0
H -4.024 2.380 6.118 0.0 -0.1 0.0
H -9.148 3.771 6.383 0.0 0.0 0.0
H -8.699 5.496 6.278 0.0 0.0 0.0
H -7.916 4.451 7.493 0.0 0.0 0.0
```
Positions in Å, forces in eV/Å.

The SMILES is CC[C@@H](Br)[C@@]1(CC(=O)Cl)[C@](CC[C@](F)(Br)C(F)(F)Br)(OC[C@@H](C)O)[C@H](N=C=O)[C@]([C@H](Cl)[C@H](C)Cl)(S(=O)(=O)C(F)(F)C(F)(F)F)OS1(=O)=O.CCOS(C)(=O)=O.CCOS(C)(=O)=O.

---

Entry from OMol25: 2 unconnected molecules or ions with the total composition C28H41BrClN5O5 in a non-equilibrium geometry (ωB97M-V with the def2-TZVPD basis set).

```
81
Properties=species:S:1:pos:R:3:forces:R:3
C -5.898 0.801 1.786 0.0 -0.6 -0.2
C -4.732 -0.186 1.916 0.3 0.4 0.3
C -3.384 0.537 2.078 -0.5 0.4 0.0
N -2.656 0.723 0.810 -0.2 -0.4 0.3
C -1.500 -0.065 0.589 -0.1 -0.1 -0.2
Br -1.957 -1.946 1.024 0.0 0.0 -0.1
O -1.195 -0.139 -0.783 0.5 0.3 0.4
C -0.303 0.797 -1.363 -0.6 -0.5 -0.2
O -0.910 2.086 -1.421 0.1 -0.4 0.2
C -1.923 2.333 -2.357 -0.3 -0.1 0.1
O -1.715 3.168 -3.159 0.4 1.3 -0.8
C -3.259 1.693 -2.292 -0.6 -1.2 0.4
C -4.337 2.400 -1.761 0.1 -0.1 -0.2
C -5.607 1.834 -1.751 0.0 -0.3 -0.1
C -5.825 0.549 -2.255 0.8 0.4 0.0
C -4.744 -0.159 -2.781 -0.1 0.5 0.2
C -3.478 0.412 -2.810 0.0 0.2 0.2
C -0.018 0.230 -2.745 -0.2 -0.4 0.4
C -0.083 -1.139 -2.973 0.1 0.2 -0.5
C 0.192 -1.574 -4.254 -0.1 -0.1 0.2
C 0.511 -0.650 -5.229 0.2 0.0 -0.6
N 0.608 0.664 -5.037 -0.3 -0.4 0.6
C 0.340 1.059 -3.793 0.1 0.6 -0.1
C 0.967 1.048 -0.513 0.3 0.7 0.2
C 2.290 1.126 -1.273 0.7 0.2 0.4
C 3.094 2.398 -0.978 0.3 0.0 -0.8
O 3.707 2.753 -2.212 -0.1 0.0 0.1
N 1.040 0.180 0.716 0.6 -0.9 -0.5
C 1.312 -1.257 0.377 -0.1 -0.4 0.0
C 2.209 0.634 1.566 -0.6 0.0 0.7
C 2.248 0.046 2.982 0.5 0.1 0.2
C 3.688 -0.382 3.316 -0.3 -0.2 0.2
C 3.806 -1.904 3.279 0.8 0.3 -0.1
N 5.093 -2.327 2.741 0.0 -0.2 -0.1
C 5.097 -3.752 2.560 0.1 0.1 -0.1
C 4.373 -4.277 1.401 -0.7 -0.2 -0.9
O 5.685 -4.441 3.351 0.5 -0.3 0.4
C -0.259 0.307 1.493 -0.7 0.4 0.3
N -0.437 1.561 2.128 0.0 0.0 -0.3
H -6.411 0.946 2.731 0.0 0.2 0.2
H -6.624 0.400 1.086 -0.2 0.1 -0.1
H -5.560 1.757 1.402 0.0 0.2 -0.1
H -4.870 -0.793 2.806 -0.1 -0.3 0.0
H -4.686 -0.839 1.053 0.0 -0.1 -0.1
H -2.776 0.100 2.865 0.2 -0.2 -0.1
H -3.623 1.533 2.442 0.1 0.2 0.1
H -2.470 1.705 0.676 0.2 0.0 -0.3
H -4.177 3.400 -1.385 -0.1 0.1 0.1
H -6.441 2.394 -1.356 0.0 0.1 0.1
H -6.808 0.111 -2.254 -0.2 0.0 0.1
H -4.897 -1.153 -3.166 0.0 -0.1 -0.1
H -2.651 -0.143 -3.226 0.1 -0.1 0.0
H -0.366 -1.853 -2.222 -0.1 0.0 0.2
H 0.159 -2.622 -4.497 0.0 -0.2 -0.1
H 0.699 -1.003 -6.233 0.1 0.0 -0.2
H 0.409 2.120 -3.597 0.1 0.1 -0.2
H 0.835 2.038 -0.088 -0.2 0.1 0.0
H 2.945 0.298 -1.029 -0.1 -0.4 -0.2
H 2.189 1.114 -2.349 -0.3 -0.1 0.0
H 3.883 2.198 -0.256 -0.1 0.1 0.4
H 2.446 3.219 -0.664 -0.1 0.0 0.3
H 4.294 3.498 -2.059 0.1 0.0 -0.1
H 2.328 -1.390 0.031 0.2 0.2 -0.1
H 1.183 -1.862 1.264 0.0 0.0 0.2
H 0.625 -1.621 -0.370 -0.2 0.1 -0.1
H 3.117 0.336 1.069 0.1 0.0 -0.4
H 2.151 1.713 1.635 0.1 0.2 -0.2
H 1.623 -0.833 3.105 -0.2 0.0 -0.1
H 1.911 0.770 3.719 -0.2 0.2 0.0
H 3.967 -0.019 4.300 0.1 0.1 0.1
H 4.398 0.044 2.611 0.1 0.0 -0.1
H 3.047 -2.331 2.633 -0.2 0.0 0.0
H 3.657 -2.292 4.292 -0.3 -0.1 0.1
H 5.846 -2.156 3.399 -0.1 0.1 0.1
H 5.054 -4.297 0.459 -0.3 0.1 1.1
H 3.482 -3.693 1.156 0.0 0.2 -0.1
H 4.054 -5.292 1.608 0.1 -0.2 0.0
H -0.252 -0.439 2.271 0.4 -0.2 0.1
H 0.200 1.748 2.884 0.0 0.1 0.0
H -0.586 2.351 1.519 0.1 0.1 0.1
Cl 6.658 -4.300 -0.637 0.3 0.1 -0.5
```
Positions in Å, forces in eV/Å.

Its relative energy (zero: lowest compared OMol25 entry of this formula, charge and spin) is 0.00 kcal/mol.

---

Asked for E_tot across the records above, the calculation gives -13769.07261, -4775.59457 a.u. in order.
Asked for frontier orbital gap across the records above, the calculation gives 10.165, 5.287 eV in order.